No. 1
The following is a quantum chemistry calculation of C5H8O2 as an isolated structure, from OMol25.

## Properties
- HOMO: -9.546 eV
- Orbital gap: 10.6 eV
- Relative energy (zero: lowest compared OMol25 entry of this formula, charge and spin): 249.8 kJ/mol

```
! RIJCOSX wB97M-V def2-TZVPD def2/J DEFGRID3
* xyz 0 1
O 2.63 0.45 0.70
C 1.62 0.02 -0.19
C 0.35 -0.35 0.55
O -0.39 0.82 1.01
C -1.58 0.29 0.42
C -1.47 0.21 -1.06
C -0.87 -0.87 -0.20
H 2.29 1.22 1.17
H 1.40 0.79 -0.94
H 2.01 -0.86 -0.71
H 0.60 -0.97 1.41
H -2.50 0.36 0.99
H -0.85 0.92 -1.60
H -2.38 -0.09 -1.58
H -1.16 -1.92 -0.26
*
```

Results of the Mulliken charge analysis, in e, for atoms 1 through 2: atom 1 (O): -0.52, atom 2 (C): -0.52

***

No. 2
The following is a quantum chemistry calculation of the molecule C7H7Cl2N in a non-equilibrium geometry, from OMol25.

## Properties
- HOMO: -9.251 eV
- Orbital gap: 9.4 eV
- Relative energy (zero: lowest compared OMol25 entry of this formula, charge and spin): 269.6 kJ/mol
- SMILES: C[C@H]1[C@@H]2C=NC(Cl)=C[C@]12Cl

```
! RIJCOSX wB97M-V def2-TZVPD def2/J DEFGRID3
* xyz 0 1
C 1.65 0.82 0.56
C 0.89 -0.99 -1.39
C 2.37 -0.22 0.14
C -0.30 -0.24 -0.96
C -0.80 -0.29 0.50
C -0.09 0.89 0.00
C -2.22 -0.08 0.79
N 2.04 -1.06 -0.88
Cl 4.07 -0.28 0.58
Cl -0.85 2.43 -0.33
H 1.72 1.65 1.26
H 0.69 -1.51 -2.44
H -1.08 -0.22 -1.68
H -0.31 -0.83 1.28
H -2.28 0.57 1.80
H -2.78 -1.11 0.83
H -2.74 0.46 -0.05
*
```

Results of the Mulliken charge analysis, in e, for atoms 1 through 2: atom 1 (C): -0.46, atom 2 (C): -0.16

***

No. 3
The following is a quantum chemistry calculation of the molecule C6H6N2 in a non-equilibrium geometry, from OMol25.

## Properties
- HOMO: -8.564 eV
- Orbital gap: 8.9 eV
- Relative energy (zero: lowest compared OMol25 entry of this formula, charge and spin): 634.8 kJ/mol
- SMILES: C#CC/C(C#C)=N\N

```
! RIJCOSX wB97M-V def2-TZVPD def2/J DEFGRID3
* xyz 0 1
C -0.19 -0.73 0.45
C -0.69 0.71 0.55
C -0.13 1.54 -0.56
C 0.35 2.34 -1.36
C -1.13 -1.71 0.23
C -1.96 -2.42 -0.53
H 3.08 -0.66 0.66
H 1.99 0.45 1.06
H -1.82 0.82 0.57
H -0.51 1.08 1.45
H 0.65 3.00 -2.36
H -2.82 -3.06 -0.78
N 2.14 -0.28 0.40
N 1.02 -1.08 0.22
*
```

Results of the Mulliken charge analysis, in e, for atoms 1 through 2: atom 1 (C): 0.66, atom 2 (C): -0.85

***

No. 4
The following is a quantum chemistry calculation of C4H4O2 as an isolated structure in a non-equilibrium geometry, from OMol25.

## Properties
- HOMO: -9.686 eV
- Orbital gap: 9.8 eV
- Relative energy (zero: lowest compared OMol25 entry of this formula, charge and spin): 379.2 kJ/mol

```
! RIJCOSX wB97M-V def2-TZVPD def2/J DEFGRID3
* xyz 0 1
O 1.32 1.39 1.26
C 0.86 0.29 0.54
C -0.60 0.13 0.55
O -1.41 0.90 1.02
C -0.88 -0.83 -0.54
C -1.02 -1.41 -1.59
H 0.59 2.03 1.37
H 1.53 -0.54 0.75
H 0.69 -0.11 -0.79
H -1.09 -1.87 -2.55
*
```

Results of the Mulliken charge analysis, in e, for atoms 1 through 2: atom 1 (O): -0.50, atom 2 (C): -0.46

***

No. 5
The following is a quantum chemistry calculation of a 3-piece molecular cluster, C5H9NO2 overall in a non-equilibrium geometry, from OMol25.

## Properties
- HOMO (spin up / spin down): -6.425 / -8.212 eV
- Orbital gap (spin up / spin down): 6.7 / 8.9 eV
- Relative energy (zero: lowest compared OMol25 entry of this formula, charge and spin): 775.4 kJ/mol

```
! RIJCOSX wB97M-V def2-TZVPD def2/J DEFGRID3
* xyz 0 1
C 1.57 0.12 -2.52
C 0.63 -0.17 1.88
C 1.66 0.23 -1.02
C 0.01 -0.24 0.58
N -3.12 0.09 1.41
C -0.72 -0.41 -0.39
O -2.27 -0.91 1.04
O 2.62 0.57 -0.41
H -2.69 0.72 2.09
H -3.47 0.61 0.61
H -1.25 -0.43 -1.31
H 1.25 -0.89 -2.78
H 0.81 0.82 -2.88
H 2.53 0.34 -2.99
H 1.70 0.04 1.78
H 0.52 -1.11 2.43
H 0.20 0.64 2.48
*
```

Results of the Mulliken charge analysis, in e, for atoms 1 through 2: atom 1 (C): -1.21, atom 2 (C): -1.18

***

No. 6
The following is a quantum chemistry calculation of a 2-piece molecular cluster, C3H7O3S overall in a non-equilibrium geometry, from OMol25.

## Properties
- HOMO: -4.322 eV
- Orbital gap: 7.7 eV
- Relative energy (zero: lowest compared OMol25 entry of this formula, charge and spin): 59.9 kJ/mol

```
! RIJCOSX wB97M-V def2-TZVPD def2/J DEFGRID3
* xyz -1 1
O -2.27 -1.53 0.27
C -1.08 -1.63 0.61
O -0.52 -2.37 1.44
C -0.04 -0.53 0.09
C 0.23 0.25 1.38
S 0.92 1.99 1.03
H -0.45 0.08 -0.71
H 0.72 -1.27 -0.24
H 1.06 -0.11 1.96
H -0.68 0.43 1.93
H 0.43 2.19 -0.18
H 0.43 0.70 -1.80
H 0.71 0.54 -3.19
O 0.54 1.27 -2.59
*
```

Results of the Mulliken charge analysis, in e, for atoms 1 through 2: atom 1 (O): -0.72, atom 2 (C): 0.38

***

No. 7
The following is a quantum chemistry calculation of C12H12BCdN8Se3Te as an isolated structure in a non-equilibrium geometry, from OMol25.

## Properties
- HOMO (spin up / spin down): -7.931 / -8.163 eV
- Orbital gap (spin up / spin down): 7.5 / 5.9 eV
- ⟨S²⟩: 0.757

```
! RIJCOSX wB97M-V def2-TZVPD def2/J DEFGRID3
* xyz 0 2
Cd -2.48 -6.24 11.55
C -2.86 -6.34 16.15
C -3.30 -6.78 14.87
N -2.74 -6.00 13.92
N -2.03 -5.09 14.53
C -2.03 -5.31 15.87
B -1.20 -4.04 13.74
N -0.10 -4.73 12.94
C 1.12 -4.16 12.68
C 1.77 -4.90 11.73
C 0.84 -5.92 11.40
N -0.30 -5.81 12.10
N -2.09 -3.26 12.77
C -2.45 -1.98 12.74
C -3.32 -1.82 11.68
C -3.41 -3.06 11.11
N -2.65 -3.95 11.74
N -0.55 -3.13 14.83
C 0.51 -3.41 15.65
C 0.63 -2.41 16.57
C -0.43 -1.52 16.25
N -1.16 -1.97 15.24
H -3.19 -6.68 17.16
H -4.03 -7.55 14.61
H -1.47 -4.72 16.57
H 1.41 -3.30 13.24
H 2.79 -4.81 11.36
H 1.00 -6.77 10.75
H -2.08 -1.24 13.42
H -3.83 -0.94 11.42
H -4.05 -3.34 10.26
H 1.15 -4.22 15.43
H 1.47 -2.27 17.22
H -0.65 -0.59 16.67
Se -3.14 -8.59 10.87
Se -5.40 -7.98 10.75
Te -5.44 -6.73 8.59
Se -3.34 -5.57 8.54
*
```

Results of the Mulliken charge analysis, in e, for atoms 1 through 2: atom 1 (Cd): 1.09, atom 2 (C): -0.78

***

No. 8
The following is a quantum chemistry calculation of a 6-piece molecular cluster, C23H55ClN2O15PS6 overall in a non-equilibrium geometry, from OMol25.

## Properties
- HOMO: -11.686 eV
- Orbital gap: 7.2 eV

```
! RIJCOSX wB97M-V def2-TZVPD def2/J DEFGRID3
* xyz 1 1
C -0.40 2.64 9.22
P -0.24 4.54 8.81
C 1.67 4.87 8.98
C -0.60 4.59 6.89
C 0.39 5.18 5.73
N -0.41 4.89 4.47
C -1.74 4.21 4.86
S -3.07 3.64 3.65
N -1.93 4.01 6.38
C -3.08 3.40 7.15
C -3.73 4.55 8.19
C -5.31 4.21 8.58
Cl -6.20 5.85 8.84
H 0.43 2.26 9.95
H -0.29 2.03 8.20
H -1.51 2.45 9.59
H 1.89 5.24 10.09
H 2.00 5.75 8.25
H 2.26 3.87 8.79
H 1.45 5.68 5.83
H -0.07 5.12 3.51
H -2.95 2.22 3.65
H -3.94 3.04 6.41
H -2.78 2.44 7.78
H -3.77 5.60 7.62
H -3.13 4.61 9.19
H -5.37 3.66 9.61
H -5.87 3.66 7.70
O 0.87 0.15 0.02
S 0.11 0.76 -1.05
O 0.75 1.48 -2.13
O -1.06 1.69 -0.42
C -0.69 2.69 0.53
C -0.11 3.91 -0.15
C -0.95 -0.48 -1.76
H -0.01 2.28 1.28
H -1.61 2.98 1.06
H 0.86 3.68 -0.61
H 0.04 4.72 0.57
H -0.76 4.26 -0.96
H -1.49 -0.98 -0.96
H -0.33 -1.19 -2.31
H -1.65 0.01 -2.45
O 1.12 -2.99 -2.66
S 1.98 -3.95 -2.00
O 3.42 -3.82 -2.01
O 1.58 -5.45 -2.50
C 1.55 -5.72 -3.89
C 2.95 -5.92 -4.45
C 1.44 -4.12 -0.32
H 1.02 -4.92 -4.43
H 0.98 -6.64 -4.03
H 3.52 -4.99 -4.42
H 2.91 -6.26 -5.49
H 3.50 -6.65 -3.85
H 0.36 -4.28 -0.31
H 1.69 -3.20 0.22
H 1.96 -4.97 0.13
O -3.42 6.87 -5.91
S -2.03 6.47 -5.90
O -1.46 5.65 -6.95
O -1.67 5.80 -4.46
C -2.48 4.73 -3.99
C -2.10 3.42 -4.67
C -1.03 7.93 -5.72
H -3.54 4.95 -4.12
H -2.29 4.64 -2.91
H -2.37 3.44 -5.73
H -2.63 2.58 -4.21
H -1.02 3.25 -4.61
H -1.42 8.52 -4.89
H -1.09 8.50 -6.65
H 0.00 7.63 -5.53
O -1.87 -3.83 0.94
S -1.96 -4.09 2.36
O -1.58 -5.37 2.92
O -3.45 -3.71 2.88
C -4.57 -4.27 2.22
C -4.81 -5.71 2.66
C -1.08 -2.82 3.22
H -4.46 -4.21 1.13
H -5.45 -3.67 2.50
H -4.00 -6.36 2.32
H -5.75 -6.09 2.26
H -4.84 -5.78 3.76
H -1.41 -1.85 2.85
H -0.01 -2.95 3.04
H -1.29 -2.91 4.29
O 5.72 -7.74 -7.69
S 6.24 -6.49 -7.18
O 5.38 -5.49 -6.59
O 7.15 -5.78 -8.33
C 6.58 -5.57 -9.62
C 5.66 -4.37 -9.63
C 7.55 -6.84 -6.04
H 6.06 -6.47 -9.97
H 7.41 -5.40 -10.31
H 4.77 -4.55 -9.03
H 5.34 -4.14 -10.65
H 6.16 -3.49 -9.20
H 8.24 -7.55 -6.51
H 7.12 -7.28 -5.14
H 8.06 -5.91 -5.79
*
```

Results of the Mulliken charge analysis, in e, for atoms 1 through 2: atom 1 (C): -0.86, atom 2 (P): 0.18

***

No. 9
The following is a quantum chemistry calculation of a 9-piece molecular cluster, C36H45N9 overall in a non-equilibrium geometry, from OMol25.

## Properties
- HOMO: -7.273 eV
- Orbital gap: 7.9 eV
- Relative energy (zero: lowest compared OMol25 entry of this formula, charge and spin): 759.7 kJ/mol
- SMILES: c1cc[nH]c1.c1cc[nH]c1.c1cc[nH]c1.c1cc[nH]c1.c1cc[nH]c1.c1cc[nH]c1.c1cc[nH]c1.c1cc[nH]c1.c1cc[nH]c1

```
! RIJCOSX wB97M-V def2-TZVPD def2/J DEFGRID3
* xyz 0 1
N -3.76 2.68 -1.05
C -3.85 3.95 -0.82
C -2.59 4.53 -0.97
C -1.69 3.43 -1.09
C -2.50 2.19 -1.10
H -4.53 2.03 -1.01
H -4.75 4.47 -0.72
H -2.30 5.55 -0.87
H -0.59 3.51 -1.09
H -2.25 1.14 -1.30
N 4.13 -2.14 3.96
C 3.29 -1.79 3.00
C 2.20 -1.13 3.50
C 2.48 -0.79 4.82
C 3.78 -1.61 5.16
H 5.00 -2.59 3.85
H 3.54 -2.15 2.04
H 1.45 -0.73 2.97
H 1.94 -0.09 5.49
H 4.34 -1.67 6.08
N -3.57 -1.13 -4.50
C -3.57 -2.38 -3.97
C -2.36 -2.43 -3.12
C -1.80 -1.15 -3.16
C -2.49 -0.35 -4.03
H -4.31 -0.83 -5.12
H -4.20 -3.21 -4.35
H -1.93 -3.26 -2.60
H -0.99 -0.84 -2.48
H -2.29 0.64 -4.44
N 3.50 -1.45 -1.47
C 4.37 -0.44 -1.78
C 4.19 0.58 -0.90
C 3.14 0.30 -0.03
C 2.67 -1.07 -0.41
H 3.55 -2.34 -1.95
H 5.15 -0.50 -2.51
H 4.82 1.56 -0.96
H 2.77 0.96 0.68
H 1.92 -1.75 -0.01
N -0.54 0.05 1.66
C -1.19 -0.99 2.32
C -1.39 -2.04 1.48
C -0.93 -1.70 0.15
C -0.42 -0.25 0.33
H -0.15 0.95 2.07
H -1.51 -0.99 3.33
H -1.66 -2.99 1.89
H -0.79 -2.18 -0.85
H -0.04 0.42 -0.38
N -1.09 2.59 3.57
C -0.12 3.00 2.68
C 1.12 2.75 3.06
C 1.03 2.39 4.47
C -0.46 2.21 4.72
H -2.08 2.39 3.37
H -0.55 3.41 1.75
H 2.08 2.70 2.43
H 1.77 2.15 5.19
H -0.93 1.89 5.64
N 3.08 -3.92 -3.23
C 3.77 -4.53 -2.20
C 2.64 -4.91 -1.24
C 1.45 -4.52 -1.84
C 1.78 -3.77 -2.91
H 3.40 -3.59 -4.19
H 4.74 -4.95 -2.34
H 2.79 -5.46 -0.26
H 0.42 -4.67 -1.51
H 1.15 -3.15 -3.57
N 1.89 0.43 -3.19
C 1.04 1.52 -3.03
C 0.06 1.58 -4.02
C 0.30 0.43 -4.74
C 1.47 -0.38 -4.17
H 2.63 0.10 -2.50
H 0.95 2.21 -2.20
H -0.78 2.31 -4.02
H -0.30 -0.01 -5.54
H 1.80 -1.34 -4.34
N -3.65 2.78 1.91
C -3.89 3.29 3.22
C -4.17 2.16 3.95
C -4.09 0.94 3.22
C -3.59 1.39 1.85
H -3.46 3.30 1.08
H -3.82 4.30 3.59
H -4.29 2.14 5.03
H -4.24 -0.04 3.59
H -3.13 0.90 0.98
*
```

Results of the Mulliken charge analysis, in e, for atoms 1 through 2: atom 1 (N): 0.20, atom 2 (C): -0.98

***

No. 10
The following is a quantum chemistry calculation of C60H71AsN5Ru as an isolated structure in a non-equilibrium geometry, from OMol25.

## Properties
- HOMO (spin up / spin down): -5.092 / -6.073 eV
- Orbital gap (spin up / spin down): 4.5 / 3.3 eV
- ⟨S²⟩: 8.810

```
! RIJCOSX wB97M-V def2-TZVPD def2/J DEFGRID3
* xyz 0 6
Ru 0.19 0.19 0.00
C 1.17 1.85 -5.90
C 0.04 0.87 -5.59
C -0.37 0.99 -4.16
C -1.38 1.79 -3.64
C -2.40 2.57 -4.40
C -3.66 1.72 -4.60
C -1.31 1.67 -2.23
C -2.15 2.34 -1.33
C -2.08 2.27 0.04
C -2.99 2.94 0.94
C -4.19 3.72 0.54
C -3.85 5.17 0.21
C -2.54 2.69 2.21
C -1.37 1.85 2.07
C -0.62 1.38 3.13
C 0.48 0.51 3.03
N 0.99 0.00 1.86
C 2.11 -0.71 2.21
C 2.99 -1.33 1.31
C 2.90 -1.28 -0.06
N 1.89 -0.69 -0.78
C 2.18 -0.87 -2.10
C 1.42 -0.42 -3.15
C 0.28 0.39 -3.05
N -0.31 0.79 -1.88
C 3.43 -1.58 -2.24
C 3.87 -1.85 -0.97
C 5.12 -2.55 -0.55
C 6.16 -1.58 0.00
C 4.11 -1.86 -3.53
C 4.81 -0.61 -4.06
C 2.28 -0.71 3.62
C 1.23 0.04 4.13
C 0.89 0.27 5.57
C 1.45 1.59 6.10
C 3.37 -1.37 4.39
C 3.14 -2.87 4.55
N -1.14 1.59 0.75
C -3.18 3.09 3.49
C -4.13 2.00 3.97
H 1.51 1.75 -6.93
H 0.83 2.88 -5.75
H 2.01 1.68 -5.23
H -0.82 1.09 -6.24
H 0.37 -0.15 -5.80
H -2.64 3.49 -3.88
H -1.99 2.84 -5.38
H -4.14 1.55 -3.64
H -4.37 2.23 -5.25
H -3.41 0.76 -5.03
H -2.92 2.96 -1.77
H -4.65 3.25 -0.34
H -4.92 3.70 1.35
H -3.13 5.22 -0.60
H -4.75 5.71 -0.09
H -3.42 5.66 1.08
H -0.89 1.69 4.12
H 3.82 -1.86 1.75
H 1.76 -0.64 -4.15
H 4.87 -3.30 0.21
H 5.54 -3.08 -1.41
H 5.74 -1.02 0.84
H 7.04 -2.12 0.34
H 6.45 -0.87 -0.76
H 4.86 -2.65 -3.38
H 3.39 -2.22 -4.27
H 5.56 -0.27 -3.34
H 5.30 -0.81 -5.01
H 4.09 0.20 -4.20
H -0.20 0.27 5.69
H 1.29 -0.56 6.16
H 1.03 2.43 5.56
H 1.21 1.69 7.16
H 2.53 1.62 5.98
H 4.32 -1.21 3.88
H 3.44 -0.91 5.37
H 3.00 -3.34 3.58
H 3.99 -3.33 5.05
H 2.24 -3.06 5.14
H -2.42 3.28 4.25
H -3.73 4.02 3.34
H -3.60 1.06 4.11
H -4.60 2.28 4.91
H -4.91 1.83 3.23
C -7.77 -3.03 -0.81
C -6.29 -2.99 -1.01
C -5.61 -1.78 -1.09
C -4.25 -1.73 -1.30
C -3.62 -0.37 -1.40
C -3.48 -2.90 -1.43
As -1.53 -2.41 -1.73
N -1.21 -1.79 -0.04
C -1.70 -2.34 1.08
C -2.01 -3.72 1.19
C -2.37 -4.27 2.40
C -2.44 -3.48 3.54
C -2.20 -2.12 3.44
C -1.86 -1.55 2.24
C -0.51 -4.12 -1.96
C 0.47 -4.63 -1.11
C 0.95 -3.93 0.13
C 1.07 -5.84 -1.43
C 0.75 -6.55 -2.57
C 1.38 -7.88 -2.87
C -0.15 -5.97 -3.46
C -0.76 -4.76 -3.18
C -1.70 -4.15 -4.18
C -4.16 -4.12 -1.35
C -3.52 -5.48 -1.49
C -5.54 -4.15 -1.15
H -8.17 -2.02 -0.72
H -8.02 -3.58 0.10
H -8.26 -3.53 -1.64
H -6.17 -0.86 -0.99
H -4.38 0.41 -1.30
H -3.12 -0.26 -2.36
H -2.88 -0.23 -0.61
H -1.92 -4.34 0.31
H -2.57 -5.33 2.46
H -2.70 -3.93 4.49
H -2.27 -1.49 4.32
H -1.73 -0.49 2.14
H 0.74 -2.86 0.09
H 2.03 -4.07 0.23
H 0.48 -4.34 1.02
H 1.81 -6.24 -0.74
H 2.06 -8.17 -2.07
H 1.94 -7.83 -3.80
H 0.61 -8.64 -2.97
H -0.37 -6.48 -4.39
H -1.79 -4.79 -5.06
H -1.31 -3.17 -4.49
H -2.69 -4.00 -3.75
H -2.44 -5.45 -1.55
H -3.90 -5.97 -2.39
H -3.81 -6.11 -0.64
H -6.03 -5.11 -1.10
*
```

Results of the Mulliken charge analysis, in e, for atoms 1 through 2: atom 1 (Ru): 0.58, atom 2 (C): -1.22

***

No. 11
The following is a quantum chemistry calculation of the molecule C5H7N, from OMol25.

## Properties
- HOMO: -9.184 eV
- Orbital gap: 10.0 eV
- Relative energy (zero: lowest compared OMol25 entry of this formula, charge and spin): 205.0 kJ/mol
- SMILES: [H]/N=C/C(C)=C=C

```
! RIJCOSX wB97M-V def2-TZVPD def2/J DEFGRID3
* xyz 0 1
C -0.46 0.73 1.53
C 0.03 0.10 0.24
C 1.49 0.07 -0.01
N 2.01 -0.47 -1.04
C -1.64 -0.83 -1.54
C -0.81 -0.37 -0.66
H -1.34 0.20 1.92
H 0.32 0.69 2.29
H -0.73 1.78 1.39
H 2.09 0.55 0.78
H 3.02 -0.39 -1.01
H -1.96 -1.87 -1.55
H -2.03 -0.19 -2.33
*
```

Results of the Mulliken charge analysis, in e, for atoms 1 through 2: atom 1 (C): -1.22, atom 2 (C): 0.45

***

Copy entry 6 word for word.
The following is a quantum chemistry calculation of a 2-piece molecular cluster, C3H7O3S overall in a non-equilibrium geometry, from OMol25.

## Properties
- HOMO: -4.322 eV
- Orbital gap: 7.7 eV
- Relative energy (zero: lowest compared OMol25 entry of this formula, charge and spin): 59.9 kJ/mol

```
! RIJCOSX wB97M-V def2-TZVPD def2/J DEFGRID3
* xyz -1 1
O -2.27 -1.53 0.27
C -1.08 -1.63 0.61
O -0.52 -2.37 1.44
C -0.04 -0.53 0.09
C 0.23 0.25 1.38
S 0.92 1.99 1.03
H -0.45 0.08 -0.71
H 0.72 -1.27 -0.24
H 1.06 -0.11 1.96
H -0.68 0.43 1.93
H 0.43 2.19 -0.18
H 0.43 0.70 -1.80
H 0.71 0.54 -3.19
O 0.54 1.27 -2.59
*
```

Results of the Mulliken charge analysis, in e, for atoms 1 through 2: atom 1 (O): -0.72, atom 2 (C): 0.38